1.
{"formula": "C4H7NO", "method": "wB97M-V/def2-TZVPD", "elements": ["N", "H", "H", "H", "C", "O", "H", "H", "C", "C", "C", "H", "H"], "positions_angstrom": [[1.781978, -0.367118, -0.130018], [0.615527, -0.730514, 1.584945], [-1.601460, -0.577190, -1.548934], [1.975806, 0.491323, 0.371457], [0.735811, -1.033627, 0.492001], [-0.002999, 0.622711, 2.197675], [0.593708, -2.053857, 0.150438], [-1.391971, 1.533336, 1.073734], [-0.141852, 0.062068, -0.063687], [-0.548186, 0.827653, 1.110859], [-0.784983, 0.147933, -1.421993], [-0.035613, -0.067152, -2.184153], [-1.195765, 1.144435, -1.632324]], "forces_ev_per_angstrom": [[-2.0, 1.7, -1.1], [0.7, -2.0, -0.9], [0.2, 0.1, 0.2], [0.4, 0.0, 0.6], [-0.6, -0.8, 1.4], [-0.9, 1.4, -0.1], [-0.1, 0.0, 0.1], [0.0, -0.1, -0.3], [1.5, -0.3, -0.5], [0.6, 0.3, 0.6], [0.2, -0.1, 0.0], [-0.1, 0.0, 0.0], [0.2, -0.2, 0.2]], "mulliken_charge": [-0.517, 0.293, 0.249, 0.272, -0.252, -0.555, 0.355, 0.401, 0.325, -0.131, -1.144, 0.341, 0.362], "molar_mass_g_mol": 85.106, "orbital_gap_ha": [0.3142, 0.3142], "e_above_lowest_kcal_mol": 96.5, "charge": 0}


2.
{"formula": "CH4OSn", "method": "wB97M-V/def2-TZVPD", "elements": ["H", "O", "Sn", "H", "H", "C", "H"], "positions_angstrom": [[0.295703, -0.055916, 1.619586], [-0.347059, 0.576941, -0.253693], [-1.291444, 0.044955, -2.888526], [1.504874, -0.160692, 0.259468], [-0.794664, 1.235118, 0.294198], [0.476503, -0.308729, 0.578102], [0.156086, -1.331677, 0.390866]], "forces_ev_per_angstrom": [[0.2, 0.0, 0.0], [-0.8, -0.2, -1.7], [0.6, 0.4, 1.6], [0.0, 0.0, 0.3], [0.0, 0.1, 0.0], [0.0, -0.2, -0.3], [0.1, 0.0, 0.1]], "mulliken_charge": [0.296, -0.455, 1.789, 0.268, 0.338, -0.482, 0.246], "molar_mass_g_mol": 150.753, "orbital_gap_ha": 0.2466, "e_above_lowest_kcal_mol": 18.4, "charge": 2}


3.
{"formula": "C28H39N2O5Si3V", "method": "wB97M-V/def2-TZVPD", "elements": ["H", "H", "C", "H", "C", "H", "O", "H", "N", "C", "H", "H", "C", "C", "H", "C", "C", "H", "Si", "C", "H", "H", "C", "C", "C", "V", "O", "C", "C", "O", "C", "C", "H", "H", "O", "H", "C", "H", "C", "Si", "H", "H", "H", "C", "C", "H", "C", "H", "H", "H", "H", "C", "H", "C", "Si", "O", "H", "C", "C", "H", "C", "H", "H", "C", "H", "H", "H", "H", "H", "H", "H", "N", "H", "H", "C", "C", "H", "H"], "positions_angstrom": [[-0.530164, -5.509042, 0.424401], [0.928006, -3.145959, -2.818614], [0.189571, -4.203491, -1.119826], [-2.998176, 2.371710, -0.040744], [0.753008, -5.253990, -3.216576], [2.043194, 0.431996, 5.324758], [2.381225, 0.176554, -0.464739], [-1.538781, 3.223183, 2.887506], [-1.731046, -0.262959, 0.893891], [-3.855771, -1.122259, 0.189386], [0.464638, -7.394162, -3.288239], [-4.405966, -1.726644, -0.517208], [-2.038316, 1.355163, -2.518152], [-2.396380, 3.272910, 0.081705], [1.111199, -5.179657, -4.234292], [-4.484645, -0.472379, 1.236726], [-0.058431, -6.551960, -1.395949], [3.853110, 1.914851, 1.493823], [2.162534, 1.870947, -0.306575], [3.204390, 2.698877, -1.624204], [0.360813, 5.050407, -0.184608], [-2.435781, 0.544429, -1.910537], [-0.170796, -5.436190, -0.591128], [2.900082, 2.424226, 1.325772], [-2.487180, -0.988000, 0.061545], [0.462466, -0.259492, 0.337033], [-0.846247, -7.902557, 0.298279], [1.155907, -0.312729, 2.159827], [0.050085, 3.445869, -3.005965], [0.438178, -1.871040, -0.813093], [-1.108530, 0.383154, 3.954333], [0.044270, 0.693887, 4.842069], [3.058444, 3.781178, -1.590786], [-2.103429, 1.040569, -3.563574], [-0.377279, -3.063104, 0.886320], [4.373951, -0.218867, -0.842214], [0.334086, 1.782515, -0.390437], [-4.159428, 0.804119, 2.942273], [0.396816, -6.489886, -2.702696], [-0.224912, 1.769645, -2.187702], [1.103522, 3.713007, -3.084103], [0.318045, 0.481146, -4.207294], [3.846744, -0.486174, 0.844669], [-1.471825, 1.086026, 2.884272], [1.277387, 0.257769, 4.575371], [-2.888586, 3.908043, 0.823595], [-3.715946, 0.280572, 2.107292], [2.261235, 2.211547, 2.182059], [0.057211, 2.545880, 3.065499], [-5.554864, -0.552209, 1.375414], [0.345824, 0.468684, 2.210952], [3.559450, -0.570927, -0.205475], [-1.584725, -0.582861, 4.112182], [0.057069, -2.981285, -0.251536], [-0.642954, 2.944159, 0.681313], [-0.335527, -8.833883, -1.572187], [-0.143583, 1.207797, 5.779531], [0.651349, -4.115829, -2.428241], [-0.881037, 2.427853, 2.512790], [-0.494897, 5.346528, 1.328501], [-2.344211, 0.365961, 1.916354], [0.581883, -0.524776, -2.777329], [2.999630, 2.361387, -2.638765], [0.162006, 4.643845, 0.810137], [-2.697336, 2.212838, -2.396686], [3.111106, 3.495189, 1.300829], [-1.962368, -1.481675, -0.745793], [-0.451973, 4.238942, -2.445222], [2.438725, -1.271912, 3.507242], [1.788287, 0.661374, -3.248769], [1.107832, 4.612439, 1.352544], [-0.440760, -7.866338, -0.844406], [-0.371187, 3.442604, -4.014556], [3.353457, -1.615740, -0.434349], [1.676750, -0.506374, 3.372742], [0.714962, 0.477520, -3.188365], [4.260183, 2.511398, -1.407332], [-2.405583, 3.815639, -0.864699]], "forces_ev_per_angstrom": [[0.0, 0.0, 0.0], [0.0, 0.0, 0.0], [0.0, 0.0, 0.0], [0.0, 0.0, 0.0], [0.0, 0.0, 0.0], [0.0, 0.0, 0.0], [0.0, 0.0, 0.1], [-0.1, 0.0, 0.0], [0.1, -0.1, -0.2], [0.0, 0.0, 0.0], [0.0, 0.0, 0.0], [0.0, 0.0, 0.0], [0.1, 0.0, 0.0], [0.0, 0.0, 0.0], [0.0, 0.0, 0.0], [0.0, 0.0, 0.0], [0.0, 0.0, 0.0], [0.0, 0.0, 0.0], [0.1, 0.0, 0.1], [0.0, 0.0, 0.0], [0.0, 0.0, 0.0], [0.0, 0.0, 0.0], [0.0, 0.0, 0.0], [0.0, 0.0, -0.1], [0.0, 0.0, 0.0], [-0.4, -0.3, 0.1], [0.0, 0.0, 0.0], [-0.3, 0.2, 0.2], [-0.1, 0.0, 0.1], [0.1, 0.2, 0.0], [0.1, 0.0, 0.2], [-0.3, 0.0, 0.0], [0.0, 0.0, 0.0], [0.0, 0.0, 0.0], [0.0, 0.0, 0.0], [0.0, 0.0, 0.0], [-0.1, 0.0, -0.1], [0.0, 0.0, 0.0], [0.0, 0.0, 0.0], [0.1, 0.0, -0.1], [0.0, 0.0, 0.0], [0.0, 0.0, 0.0], [0.0, 0.0, 0.0], [0.0, 0.2, -0.1], [0.1, -0.1, -0.1], [0.0, 0.0, 0.0], [0.0, 0.0, -0.1], [0.0, 0.0, 0.0], [0.0, 0.0, 0.0], [0.0, 0.0, 0.0], [0.7, 0.1, -0.2], [0.0, 0.0, 0.0], [0.1, 0.0, 0.0], [0.1, -0.1, 0.0], [0.1, 0.0, 0.1], [0.0, 0.0, 0.0], [0.0, 0.0, 0.0], [0.0, 0.0, 0.0], [0.1, -0.2, -0.1], [0.0, 0.0, 0.0], [-0.1, 0.1, 0.1], [0.0, 0.0, 0.0], [0.0, 0.0, 0.0], [0.0, 0.0, 0.0], [0.0, 0.0, 0.0], [0.0, 0.0, 0.0], [0.0, 0.0, 0.0], [0.0, 0.0, 0.0], [0.0, 0.0, 0.1], [0.0, 0.0, 0.0], [0.0, 0.0, 0.0], [-0.1, 0.0, 0.0], [0.0, 0.0, 0.0], [0.0, 0.0, 0.0], [0.1, 0.0, -0.1], [0.0, 0.0, 0.0], [0.0, 0.0, 0.0], [0.0, 0.0, 0.0]], "mulliken_charge": [0.691, 0.364, 0.388, 0.295, -0.865, 0.416, 0.241, 0.726, 0.689, -1.049, 0.499, 0.499, -1.043, -1.245, 0.433, -0.707, -0.216, 0.407, 0.113, -1.384, 0.280, 0.180, -0.276, -1.141, -0.878, 0.901, -0.607, -0.335, -1.165, -0.132, -0.013, -0.933, 0.365, 0.469, -0.583, 0.286, 1.583, 0.541, -0.445, 0.271, 0.305, 0.549, 0.341, -0.366, -0.305, 0.418, -0.669, 0.142, 0.520, 0.434, -0.272, -1.044, 0.324, -0.082, -0.217, -0.632, 0.385, -0.426, -0.454, 0.408, 0.150, -0.280, 0.367, -1.265, 0.333, 0.394, 0.696, 0.279, 0.453, 0.178, 0.334, 1.052, 0.418, 0.219, -0.502, -0.533, 0.404, 0.323], "molar_mass_g_mol": 618.831, "orbital_gap_ha": [0.2891, 0.3128], "multiplicity": 3, "charge": 0}


> Which formula does entry 1 have?

C4H7NO